Formula: C30H47Cl2N7OS
Source: the OMol25 dataset
Level of theory: ωB97M-V/def2-TZVPD

For the HOMO energy, the calculation gives -7.96 eV. The multiplicity is 1. The charge is 0. As for the SMILES: [H]/N=C(/N)NCCCCc1c(CCCCCOC)c2c(c(C)c1[C@@H](Cl)[C@@H](C)Cl)Sc1c(C)ccc(CC(N)(N)N)c1N2. For the LUMO energy, the calculation gives 0.0059 hartree.

```
88
Properties=species:S:1:pos:R:3:mulliken_charge:R:1
C 2.7531 1.6460 4.5614 -0.44
O 3.0150 2.1613 3.2372 -0.37
C 2.0127 3.1087 2.7957 -0.45
C 1.7716 2.8181 1.2153 -0.33
C 0.2207 2.4459 0.8871 -0.74
C -0.2420 1.0852 1.5974 0.15
C 0.4471 -0.2343 1.0048 0.50
C 0.2942 -0.4352 -0.5666 0.32
C 1.5632 -0.8215 -1.4121 0.59
C 2.9760 -0.9915 -0.6922 -0.37
C 3.0067 -2.2797 0.2743 -0.85
C 3.6794 -1.9552 1.6913 0.16
C 3.8478 -3.3937 2.4536 -0.76
N 3.4914 -3.2341 3.8977 -0.42
C 2.0207 -3.5133 4.1040 0.48
N 1.5304 -4.7249 3.9283 -0.63
N 1.1851 -2.3799 4.5577 -0.56
C 1.4980 -1.0834 -2.9622 0.18
C 2.7977 -1.4707 -3.8328 -0.83
Cl 4.0106 -0.0560 -3.9255 -0.13
C 3.4926 -2.8527 -3.3075 0.71
C 3.0227 -4.0276 -4.3391 -1.10
Cl 5.3482 -2.7449 -3.4108 -0.18
C 0.1163 -0.9598 -3.6683 -0.10
C -0.1459 -1.2351 -5.2250 -1.49
C -1.1033 -0.5408 -2.8156 0.57
C -1.0953 -0.2595 -1.2861 -1.06
N -2.3117 0.1449 -0.5393 0.27
C -3.0790 1.2042 -1.2272 -0.51
C -3.6367 2.4713 -0.4789 0.88
C -3.4312 2.7257 1.0886 -0.47
C -4.3790 1.7311 1.9786 0.16
N -3.7904 0.3810 2.1798 -0.40
N -5.7534 1.6626 1.3560 -0.64
N -4.5802 2.4753 3.2815 -0.71
C -4.4794 3.5629 -1.2347 -0.81
C -4.8256 3.4683 -2.7571 -0.82
C -4.2561 2.2287 -3.5053 0.70
C -4.4969 2.0329 -5.0839 -1.16
C -3.4441 1.1484 -2.7605 0.39
S -2.7684 -0.3523 -3.6502 -0.41
H 1.7068 1.8573 4.9638 0.27
H 2.8383 0.4922 4.4834 0.01
H 3.5223 1.9558 5.3522 0.29
H 0.9938 3.0027 3.2999 0.31
H 2.3514 4.1987 2.9901 0.29
H 2.5099 2.0499 0.8010 -0.03
H 2.0031 3.8113 0.6848 0.44
H -0.3936 3.3585 1.1890 0.45
H 0.1726 2.3824 -0.2658 0.21
H 0.1136 1.1646 2.6985 0.45
H -1.3832 0.9591 1.6680 -0.31
H 1.5168 -0.2661 1.3953 -0.90
H -0.0959 -1.1313 1.4994 0.40
H 3.8724 -1.0362 -1.3932 0.43
H 3.1276 -0.0521 -0.0380 -0.02
H 3.6498 -3.0864 -0.2404 0.55
H 1.9388 -2.6872 0.3351 0.35
H 4.7124 -1.4493 1.5779 0.36
H 3.0377 -1.3194 2.3903 -0.38
H 4.9447 -3.6814 2.3171 0.35
H 3.1840 -4.1704 1.9076 0.29
H 3.9956 -4.0031 4.3820 0.32
H 2.3143 -5.3440 3.6340 0.29
H 1.1249 -1.7300 3.7497 0.15
H 1.7206 -1.8485 5.2669 0.39
H 2.5299 -1.6787 -4.9353 0.37
H 3.1348 -3.1529 -2.2696 -0.15
H 2.8928 -4.9621 -3.6893 0.33
H 3.7922 -4.2307 -5.1524 0.34
H 1.9761 -3.7695 -4.7503 0.25
H -1.1628 -1.7477 -5.4237 0.38
H -0.1738 -0.2505 -5.8159 0.30
H 0.6392 -1.8943 -5.7218 0.32
H -2.9367 -0.6838 -0.5422 0.41
H -2.3428 2.7175 1.4274 -0.41
H -3.8260 3.7865 1.3335 0.47
H -4.5360 -0.2900 1.9010 0.26
H -3.6460 0.3019 3.2077 0.27
H -6.0779 2.6164 1.1227 0.29
H -5.7596 1.0466 0.5320 0.27
H -5.0615 1.8747 3.9653 0.28
H -5.1951 3.2807 3.0556 0.30
H -4.8921 4.4605 -0.6630 0.25
H -5.4298 4.2498 -3.3241 0.28
H -5.2886 2.7845 -5.4343 0.34
H -4.9068 0.9788 -5.2539 0.30
H -3.4903 2.1785 -5.6274 0.25
```



Formula: C30H47I2N4O7P2PtS
Source: the OMol25 dataset
Level of theory: ωB97M-V/def2-TZVPD

For the HOMO energy (spin up / spin down), the calculation gives -15.36 / -15.80 eV. The multiplicity is 5. The charge is +3. For the LUMO energy (spin up / spin down), the calculation gives -0.2564 / -0.4016 hartree.

```
94
Properties=species:S:1:pos:R:3:mulliken_charge:R:1
Pt 1.3247 0.8095 0.6572 3.30
I 0.5593 -4.5244 5.6689 0.34
C 0.6714 -2.7022 4.7620 -0.54
C -0.3022 -1.7230 5.0314 -0.11
C -0.2275 -0.5001 4.4212 -0.57
I -1.5556 1.0107 4.8854 0.17
C 0.8021 -0.2372 3.4451 0.68
O 0.7849 0.8389 2.7798 -0.89
C 1.8635 -1.2065 3.2880 -0.02
C 3.1148 -0.7694 2.5780 -1.00
N 2.9638 -0.5683 1.1176 -0.12
C 4.1992 -0.0579 0.5088 -0.97
C 4.3373 1.4017 0.8789 0.74
C 5.5555 2.0587 0.9261 -1.04
C 5.5847 3.3822 1.3332 -0.42
C 4.3986 4.0044 1.7039 -1.04
C 3.2216 3.2905 1.6150 -0.43
N 3.1956 2.0208 1.1983 0.53
C 1.7741 -2.4102 3.9174 -0.32
H -1.0948 -1.9350 5.7350 0.46
H 3.4300 0.1875 3.0001 0.39
H 3.9171 -1.4916 2.7563 0.67
H 2.6284 -1.4282 0.6833 -0.30
H 5.0705 -0.6190 0.8611 0.57
H 4.1393 -0.1788 -0.5752 0.40
H 6.4650 1.5331 0.6698 0.54
H 6.5233 3.9163 1.3827 0.47
H 4.3902 5.0207 2.0681 0.49
H 2.2708 3.7177 1.9072 0.69
H 2.5655 -3.1411 3.8188 0.52
C -3.3446 -4.1207 -0.9078 -1.30
C -1.8543 -4.2121 -1.1265 0.75
C -1.2454 -5.5271 -0.7083 -1.45
O -1.2318 -3.1434 -0.2907 0.08
P -0.1466 -2.1640 -0.7930 -1.08
O 0.5948 -1.5073 0.3275 -0.55
C -0.9375 -0.8779 -1.7954 -0.52
P -1.8740 0.2944 -0.8093 0.48
O -1.0614 0.8939 0.3112 -1.63
O -2.3245 1.4807 -1.7280 0.13
C -3.1856 1.2919 -2.9237 0.73
C -4.3396 2.2570 -2.7971 -1.42
C -2.3303 1.5235 -4.1463 -1.34
O -3.1083 -0.5505 -0.3984 -0.06
C -3.9316 -0.5087 0.8301 0.36
C -4.1191 0.9074 1.3281 -1.00
C -3.2906 -1.4391 1.8291 -0.38
O 0.7407 -2.9901 -1.7830 -0.32
C 2.0508 -2.5372 -2.2609 1.08
C 3.1079 -3.3517 -1.5479 -1.40
C 2.0654 -2.7041 -3.7621 -1.52
H -3.8492 -4.7978 -1.5969 0.48
H -3.7097 -3.1105 -1.0901 0.19
H -3.6050 -4.4173 0.1081 0.32
H -1.6035 -3.9914 -2.1673 0.36
H -1.4525 -5.7211 0.3436 0.31
H -0.1692 -5.5336 -0.8697 0.30
H -1.6847 -6.3313 -1.2980 0.43
H -1.5986 -1.3375 -2.5337 0.62
H -0.1537 -0.3283 -2.3249 0.47
H -3.5580 0.2639 -2.8953 0.37
H -3.9757 3.2839 -2.7654 0.28
H -4.9284 2.0580 -1.9038 0.32
H -4.9953 2.1561 -3.6609 0.48
H -1.9434 2.5424 -4.1511 0.29
H -2.9321 1.3854 -5.0432 0.47
H -1.4923 0.8289 -4.1952 0.27
H -4.8831 -0.9131 0.4830 0.36
H -3.2098 1.2747 1.8068 -0.01
H -4.9154 0.9128 2.0722 0.57
H -4.4151 1.5775 0.5225 0.17
H -2.2915 -1.0849 2.0833 -0.16
H -3.2154 -2.4477 1.4288 -0.11
H -3.8932 -1.4650 2.7369 0.59
H 2.1453 -1.4742 -1.9983 -0.08
H 3.0358 -4.3988 -1.8386 0.39
H 2.9884 -3.3009 -0.4645 0.26
H 4.1016 -2.9957 -1.8174 0.42
H 1.8755 -3.7440 -4.0230 0.33
H 3.0414 -2.4266 -4.1576 0.44
H 1.3107 -2.0822 -4.2408 0.34
C 1.1180 5.9055 -1.2680 -0.81
N 0.0525 5.0950 -0.6710 0.17
C -1.0940 5.5961 -0.1487 -0.73
C -1.8198 4.5392 0.3483 -0.40
N -1.0993 3.4248 0.1091 0.77
C 0.0568 3.7440 -0.5090 0.23
S 1.2599 2.6754 -1.0254 -0.40
H 0.6637 6.6576 -1.9089 0.37
H 1.7641 5.2639 -1.8588 0.31
H 1.6888 6.3887 -0.4770 0.35
H -1.3198 6.6475 -0.1655 0.53
H -2.7813 4.5245 0.8283 0.57
H -1.3192 2.4412 0.3261 -0.27
```